The following is a quantum chemistry calculation of a 4-piece molecular cluster, C21H40ClF7N5O9P2 overall, from the Open Molecules 2025 dataset.

Computed properties:
Spin multiplicity: 1
DFT total energy (eV): -98422.226
HOMO-LUMO gap (eV): 6.86
Total charge: -1
HOMO (eV): -4.779

Atoms and positions in Å:
C -2.7190 2.7235 0.2093
C -2.8198 1.3177 -0.5365
C -2.2638 1.3575 -2.0521
C -2.5020 -0.0790 -2.6809
C -3.1163 0.1509 -4.1637
P -1.0870 -1.3363 -2.6201
C -2.3545 -2.8025 -2.8418
C -1.8161 -3.6783 -4.0663
O -1.2427 -4.7743 -3.9525
O -1.0541 -1.5469 -0.8651
C 0.3150 -1.3648 -0.4484
O 0.9548 -2.7233 -0.4586
N 1.3384 -3.0349 0.8018
O 2.3248 -3.7021 0.8167
P 0.2302 -0.9748 1.4136
N -1.2530 -1.7801 1.9842
O -0.0369 0.6768 1.7449
C 1.1827 -0.4733 -1.5014
Cl 2.4564 -1.7092 -2.1373
C 2.1688 0.6930 -1.0198
F 2.7704 0.4492 0.2387
F 3.2750 0.6641 -1.9191
C 1.6092 2.1757 -1.1527
F 1.3195 2.5028 -2.4958
F 0.4460 2.4290 -0.4321
C 2.6611 3.3107 -0.6867
F 2.9809 3.2454 0.6568
F 3.7636 3.4085 -1.5264
F 1.9648 4.5325 -0.8526
O 0.2675 -0.1974 -2.5620
H -2.9100 3.5414 -0.5721
H -1.7114 2.9489 0.6744
H -3.5025 2.8385 1.0207
H -2.4097 0.4377 0.0546
H -3.9427 1.1045 -0.6497
H -2.9785 2.0807 -2.5919
H -1.2372 1.8071 -2.1500
H -3.3755 -0.5392 -2.0895
H -2.6407 1.0454 -4.6657
H -4.2328 0.3530 -3.9870
H -3.0544 -0.8090 -4.7616
H -1.0191 -1.1202 -4.0705
H -0.1245 -2.3781 -2.9143
H -2.3321 -3.3646 -1.8606
H -3.3855 -2.4532 -3.1579
H -2.0324 -3.2598 -5.1163
H -2.0800 -1.3577 1.5475
H -1.1823 -2.7871 1.7559
H -0.7474 1.0772 1.2000
C -2.9535 0.1799 5.6506
C -2.0641 1.0228 4.7760
O -2.3768 1.3287 3.6375
N -0.8769 1.4469 5.2885
C -0.3245 1.1963 6.6015
H -3.8581 -0.0775 5.1007
H -2.4425 -0.7448 5.9271
H -3.2396 0.7371 6.5456
H -0.3387 2.0047 4.6407
H -0.1550 2.1572 7.0935
H 0.6338 0.6861 6.4802
H -0.9839 0.5870 7.2152
C 4.4135 4.1402 -4.2682
C 4.4218 3.9892 -5.7660
O 3.4939 3.4771 -6.3730
N 5.5097 4.4452 -6.4496
C 6.7009 5.0763 -5.9238
H 3.4862 3.7324 -3.8700
H 5.2489 3.5902 -3.8299
H 4.4709 5.1967 -3.9971
H 5.4409 4.3085 -7.4474
H 6.7943 6.0669 -6.3752
H 7.5657 4.4732 -6.2103
H 6.6703 5.1734 -4.8413
C -2.2142 -5.9316 5.0582
C -1.3229 -5.0923 4.1817
O -1.6348 -4.7890 3.0409
N -0.1363 -4.6673 4.6937
C 0.4149 -4.9141 6.0081
H -3.1187 -6.1896 4.5084
H -1.7047 -6.8559 5.3386
H -2.5005 -5.3713 5.9508
H 0.4030 -4.1104 4.0447
H 0.5838 -3.9518 6.4970
H 1.3734 -5.4244 5.8895
H -0.2449 -5.5217 6.6231

Cartesian forces (eV/Å) of the 2 atoms listed first:
C -0.104 0.204 -0.400
C -0.553 0.670 -0.404

Atomic partial charges in e from the Mulliken method, atoms 1 to 6: -1.073, 0.246, -0.469, -0.211, -1.437, 0.495